Formula: C37H56As2IrN2O8SSeSi2
Source: OMol25
Level of theory: ωB97M-V/def2-TZVPD

- Total energy: -275095.76142 eV
- HOMO level (spin up / spin down): -4.079 / -4.079 eV
- Energy relative to the best compared isomer or geometry (same formula, charge and spin): 58.46 kcal/mol
- Largest force on an atom: 4.11 eV/A
- Gap between HOMO and LUMO (spin up / spin down): 0.207 / 0.208 Ha

```
! RIJCOSX wB97M-V def2-TZVPD def2/J DEFGRID3
* xyz -1 1
Ir 0.601 0.492 -0.600
O 2.270 3.606 -2.917
As 2.659 3.134 -1.223
O 4.243 3.487 -1.111
O 2.486 1.492 -1.170
C 1.633 4.583 -0.427
C 2.313 5.766 -0.194
C 1.599 6.918 0.093
C 0.213 6.899 0.112
C -0.464 5.708 -0.095
C 0.261 4.566 -0.366
S -0.435 2.940 -0.411
O -0.174 2.376 -1.742
O -1.849 3.022 -0.114
O 0.335 2.274 0.641
H 3.126 3.608 -3.351
H 3.393 5.764 -0.258
H 2.126 7.839 0.292
H -0.331 7.813 0.301
H -1.542 5.639 -0.061
C 1.138 4.935 4.225
C 1.368 3.551 3.690
C 2.510 3.254 2.965
C 2.770 1.968 2.513
C 4.066 1.667 1.827
C 1.833 0.967 2.767
C 0.696 1.238 3.524
C -0.228 0.119 3.907
C 0.472 2.530 3.972
C 2.118 -0.441 2.289
O 2.810 -1.175 2.987
O 1.627 -0.797 1.162
H 1.926 5.607 3.892
H 1.135 4.917 5.317
H 0.176 5.327 3.894
H 3.233 4.032 2.751
H 4.767 2.490 1.950
H 3.913 1.545 0.753
H 4.505 0.752 2.222
H 0.251 -0.495 4.672
H -0.436 -0.530 3.058
H -1.166 0.500 4.306
H -0.406 2.746 4.569
C 2.113 -3.651 1.223
Si 2.863 -2.533 -0.159
C 4.385 -1.399 0.095
C 3.536 -3.883 -1.395
As 1.335 -1.449 -1.702
Si 2.235 -0.648 -3.752
C 4.125 -0.301 -3.723
C 1.896 -2.112 -4.973
C 1.265 0.849 -4.446
H 2.468 -4.676 1.150
H 1.026 -3.651 1.167
H 2.392 -3.256 2.196
H 5.226 -1.706 -0.518
H 4.698 -1.377 1.131
H 4.113 -0.388 -0.187
H 4.323 -4.475 -0.941
H 3.932 -3.420 -2.296
H 2.735 -4.551 -1.702
H 4.672 -1.130 -3.281
H 4.310 0.581 -3.114
H 4.512 -0.121 -4.722
H 2.328 -3.029 -4.587
H 2.291 -1.935 -5.968
H 0.828 -2.269 -5.065
H 1.934 1.685 -4.620
H 0.542 1.187 -3.706
H 0.735 0.635 -5.371
C -5.748 -0.771 0.275
C -5.506 0.108 1.497
C -4.134 0.777 1.458
C -2.976 -0.082 1.965
N -2.817 -1.340 1.289
C -2.286 -1.470 0.021
Se -1.760 0.001 -0.997
N -2.278 -2.819 -0.278
C -1.758 -3.425 -1.470
C -2.865 -3.770 -2.475
C -3.327 -2.540 -3.255
C -2.281 -2.102 -4.273
C -2.827 -3.510 0.768
C -3.083 -4.864 0.930
C -3.688 -5.257 2.124
C -4.020 -4.342 3.105
C -3.767 -2.981 2.948
C -3.169 -2.572 1.763
H -6.791 -1.079 0.216
H -5.127 -1.662 0.305
H -5.503 -0.211 -0.625
H -5.612 -0.486 2.407
H -6.266 0.894 1.522
H -4.137 1.678 2.074
H -3.917 1.083 0.433
H -3.098 -0.298 3.029
H -2.064 0.506 1.824
H -1.211 -4.327 -1.174
H -1.044 -2.723 -1.921
H -3.707 -4.209 -1.935
H -2.486 -4.518 -3.173
H -3.515 -1.719 -2.559
H -4.259 -2.768 -3.775
H -1.354 -1.815 -3.774
H -2.634 -1.241 -4.832
H -2.073 -2.912 -4.971
H -2.836 -5.578 0.162
H -3.899 -6.302 2.282
H -4.497 -4.684 4.012
H -4.028 -2.278 3.721
*
```

=====

Formula: C13H11F6N5O6PdS2
Source: OMol25
Level of theory: ωB97M-V/def2-TZVPD

- Total energy: -74828.54756 eV
- HOMO level (spin up / spin down): -15.808 / -15.795 eV
- Energy relative to the best compared isomer or geometry (same formula, charge and spin): 35.73 kcal/mol
- Largest force on an atom: 1.86 eV/A
- Gap between HOMO and LUMO (spin up / spin down): 0.332 / 0.196 Ha

```
! RIJCOSX wB97M-V def2-TZVPD def2/J DEFGRID3
* xyz 2 5
Pd 0.465 0.033 -0.186
N 2.818 1.092 2.112
N 2.419 2.326 2.011
C 1.108 2.825 1.240
O 1.105 4.009 1.209
O 0.353 1.911 0.783
H 2.183 0.465 2.575
H 3.809 0.922 2.217
H 3.173 3.005 1.934
C -2.751 0.935 -3.197
C -3.913 0.694 -2.489
C -3.838 0.321 -1.154
C -2.608 0.195 -0.542
N -1.499 0.442 -1.259
C -1.540 0.798 -2.545
C -2.427 -0.179 0.870
C -3.478 -0.314 1.758
C -3.220 -0.594 3.090
C -1.908 -0.747 3.506
C -0.915 -0.632 2.562
N -1.165 -0.352 1.280
H -2.764 1.223 -4.239
H -4.879 0.795 -2.967
H -4.743 0.123 -0.600
H -0.616 0.988 -3.049
H -4.498 -0.186 1.426
H -4.038 -0.685 3.795
H -1.654 -0.952 4.536
H 0.114 -0.810 2.838
F 1.456 -2.269 1.357
C 1.755 -3.197 0.409
F 1.036 -4.259 0.601
F 3.039 -3.433 0.444
S 1.299 -2.453 -1.227
O -0.095 -2.016 -1.065
O 1.658 -3.323 -2.279
N 2.179 -1.067 -1.059
S 2.396 -0.078 -2.365
O 1.255 0.840 -2.278
O 2.707 -0.738 -3.576
C 3.836 0.916 -1.746
F 4.881 0.139 -1.629
F 3.486 1.388 -0.530
F 4.023 1.900 -2.572
*
```